Here is C13H32GeNSn as an isolated structure from OMol25. Energies are from ωB97M-V/def2-TZVPD.

Last column: natural (NBO) charge in e.
Element x y z (Å)
Sn1 -0.005 -0.364 -0.968  1.21
N1 0.294 -2.127 0.629  -1.08
H1 0.364 -3.001 0.111  0.41
H2 -0.506 -2.202 1.252  0.41
H3 1.131 -2.068 1.204  0.42
C1 -1.231 4.908 4.428  -0.61
C2 0.120 4.329 4.026  -0.39
C3 0.187 3.917 2.555  -0.40
C4 -0.698 2.712 2.235  -0.83
Ge1 -0.814 2.182 0.363  1.42
C5 -0.999 3.493 -1.087  -0.82
C6 -1.312 4.922 -0.638  -0.40
C7 -2.600 5.040 0.168  -0.40
C8 -2.919 6.478 0.555  -0.60
H4 -1.218 5.260 5.459  0.23
H5 -2.035 4.173 4.351  0.20
H6 -1.495 5.758 3.792  0.20
H7 0.362 3.467 4.655  0.20
H8 0.901 5.070 4.214  0.21
H9 1.221 3.686 2.283  0.21
H10 -0.106 4.773 1.941  0.20
H11 -1.724 2.865 2.579  0.24
H12 -0.331 1.830 2.771  0.23
H13 0.695 1.539 0.010  -0.24
H14 -1.779 3.144 -1.764  0.23
H15 -0.066 3.468 -1.653  0.25
H16 -1.392 5.553 -1.528  0.22
H17 -0.478 5.331 -0.062  0.20
H18 -2.527 4.433 1.078  0.19
H19 -3.427 4.616 -0.413  0.20
H20 -2.082 6.930 1.092  0.20
H21 -3.797 6.536 1.198  0.22
H22 -3.112 7.089 -0.328  0.21
C9 -3.412 0.725 -1.632  -0.61
C10 -3.114 0.140 -0.250  -0.08
C11 -3.323 -1.377 -0.302  -0.60
C12 -4.089 0.742 0.768  -0.61
C13 -1.677 0.422 0.188  -1.16
H23 -4.384 0.380 -1.988  0.23
H24 -2.669 0.419 -2.377  0.19
H25 -3.443 1.814 -1.610  0.21
H26 -4.354 -1.622 -0.564  0.23
H27 -3.119 -1.841 0.668  0.20
H28 -2.684 -1.847 -1.060  0.19
H29 -5.125 0.570 0.469  0.22
H30 -3.943 1.823 0.854  0.21
H31 -3.946 0.301 1.757  0.21
H32 -1.521 0.020 1.201  0.23

Values from the calculation:
Frontier orbital gap (eV): 8.05
Relative energy (zero: lowest compared OMol25 entry of this formula, charge and spin) (eV): 0.000
E_HOMO (eV): -11.95
Spin multiplicity: 1
Charge: +1

=====

Here is C13H32O11V2 as an isolated structure in a non-equilibrium geometry from OMol25. Energies are from ωB97M-V/def2-TZVPD.

Last column: Mulliken spin population.
Element x y z (Å)
O1 -0.400 5.349 0.828  0.00
V1 -0.300 3.878 1.419  0.00
O2 -0.882 4.032 2.919  0.00
O3 0.770 3.147 -3.332  0.00
V2 1.243 1.911 -2.485  0.00
O4 1.926 0.857 -3.507  0.00
C1 0.611 1.679 0.097  0.00
O5 -0.019 1.633 1.160  0.00
O6 0.597 2.784 -0.457  0.00
O7 1.134 0.755 -0.523  0.00
C2 -0.728 0.464 5.962  -0.01
C3 -0.271 0.783 4.456  0.06
C4 0.875 -0.137 4.038  0.14
O8 -1.274 0.614 3.466  0.71
H1 0.052 0.836 6.626  0.00
H2 -0.983 -0.561 6.229  0.00
H3 -1.540 1.096 6.323  0.01
H4 0.059 1.813 4.320  0.08
H5 1.702 0.110 4.703  0.00
H6 1.119 0.015 2.987  0.01
H7 0.562 -1.157 4.265  0.01
H8 -0.858 0.683 2.603  -0.01
C5 -2.129 1.920 -4.575  0.00
C6 -1.892 0.577 -3.887  0.00
C7 -1.506 -0.444 -4.986  0.00
O9 -0.830 0.681 -2.952  0.00
H9 -3.026 1.857 -5.191  0.00
H10 -1.358 2.317 -5.237  0.00
H11 -2.254 2.712 -3.837  0.00
H12 -2.786 0.256 -3.352  0.00
H13 -1.391 -1.426 -4.526  0.00
H14 -0.648 -0.042 -5.524  0.00
H15 -2.310 -0.463 -5.722  0.00
H16 -0.898 -0.088 -2.381  0.00
C8 -1.016 -2.406 1.031  0.00
C9 -1.717 -1.842 -0.216  0.00
C10 -2.682 -0.645 0.017  0.00
O10 -0.647 -1.499 -1.113  0.00
H17 -0.546 -1.623 1.626  0.00
H18 -0.294 -3.170 0.741  0.00
H19 -1.691 -2.875 1.748  0.00
H20 -2.258 -2.657 -0.696  0.00
H21 -3.263 -0.942 0.890  0.00
H22 -3.367 -0.581 -0.829  0.00
H23 -2.255 0.345 0.182  0.00
H24 -0.098 -0.826 -0.704  0.00
C11 2.730 -2.231 0.967  0.00
C12 3.639 -1.505 -0.094  0.00
C13 3.232 -1.704 -1.532  0.00
O11 3.610 -0.114 0.158  0.00
H25 3.106 -2.149 1.986  0.00
H26 2.569 -3.289 0.762  0.00
H27 1.792 -1.689 0.842  0.00
H28 4.703 -1.726 -0.001  0.00
H29 3.922 -1.297 -2.271  0.00
H30 2.188 -1.454 -1.722  0.00
H31 3.275 -2.766 -1.775  0.00
H32 2.707 0.201 0.075  0.00

Values from the calculation:
Frontier orbital gap (spin up / spin down) (eV): 6.07 / 2.96
E_HOMO (spin up / spin down) (eV): -12.14 / -12.14
Spin multiplicity: 2
<S²>: 0.7542
Charge: +1

=====

Here is C13H32O3SSiZr as an isolated structure in a non-equilibrium geometry from OMol25. Energies are from ωB97M-V/def2-TZVPD.

Last column: natural (NBO) charge in e.
Element x y z (Å)
Zr1 -1.942 -1.745 -1.332  1.62
C1 -3.016 0.252 -3.779  -0.88
H1 -3.312 0.170 -2.683  0.15
H2 -3.278 1.267 -4.183  0.26
H3 -3.716 -0.334 -4.344  0.26
H4 -1.959 0.152 -3.980  0.24
H5 -0.522 -1.536 -2.490  -0.13
C2 -2.328 3.326 -2.163  -0.77
C3 -1.037 2.819 -1.677  0.65
C4 -0.082 2.158 -2.571  -0.79
C5 -0.623 3.088 -0.298  -0.79
O1 -1.493 -0.325 -0.116  -1.12
Si1 0.041 -0.920 0.236  2.18
S1 0.280 -2.670 -1.189  -0.41
O2 1.048 0.333 -0.036  -0.99
C6 2.478 0.382 0.324  0.28
C7 3.194 -0.835 -0.246  -0.65
C8 2.991 1.684 -0.271  -0.63
C9 2.616 0.412 1.844  -0.65
O3 0.245 -1.402 1.777  -0.96
C10 -0.417 -2.425 2.604  0.28
C11 -0.188 -3.805 2.005  -0.64
C12 0.264 -2.338 3.972  -0.63
C13 -1.900 -2.062 2.721  -0.62
H6 -2.249 4.352 -2.570  0.34
H7 -3.061 3.357 -1.342  0.27
H8 -2.751 2.710 -2.969  0.27
H9 0.613 2.885 -3.046  0.34
H10 0.540 1.435 -2.020  0.30
H11 -0.564 1.621 -3.402  0.26
H12 -1.478 3.376 0.333  0.26
H13 -0.130 2.214 0.149  0.31
H14 0.116 3.910 -0.257  0.33
H15 3.019 -0.930 -1.326  0.22
H16 4.271 -0.736 -0.051  0.25
H17 2.839 -1.760 0.235  0.21
H18 2.435 2.543 0.110  0.21
H19 4.054 1.805 -0.014  0.25
H20 2.900 1.691 -1.368  0.21
H21 2.035 1.237 2.278  0.22
H22 2.281 -0.534 2.296  0.24
H23 3.674 0.549 2.103  0.24
H24 0.880 -3.962 1.783  0.23
H25 -0.538 -4.567 2.719  0.25
H26 -0.745 -3.934 1.063  0.19
H27 0.107 -1.368 4.448  0.23
H28 -0.129 -3.123 4.629  0.23
H29 1.360 -2.492 3.884  0.23
H30 -2.018 -1.059 3.142  0.23
H31 -2.382 -2.048 1.728  0.16
H32 -2.423 -2.819 3.340  0.25

Values from the calculation:
Frontier orbital gap (eV): 6.31
E_HOMO (eV): -14.62
Spin multiplicity: 1
Charge: +2

=====

Here is C13H33AgF2N6O10S2 as an isolated structure in a non-equilibrium geometry from OMol25. Energies are from ωB97M-V/def2-TZVPD.

Last column: Mulliken spin population.
Element x y z (Å)
Ag1 0.228 0.783 -0.168  0.00
N1 0.992 3.875 2.324  0.62
S1 0.521 4.500 3.711  -0.09
O1 0.464 5.939 3.848  0.12
O2 0.827 3.676 4.912  0.25
F1 -1.049 4.197 3.418  0.00
S2 2.474 4.703 2.503  -0.05
O3 3.268 4.392 3.700  0.05
O4 2.515 6.069 1.919  0.10
F2 3.286 3.844 1.396  0.00
C1 -0.964 -5.272 -0.786  0.00
C2 -0.083 -4.314 -1.666  0.00
C3 0.319 -5.002 -2.904  0.00
O5 -0.841 -3.112 -1.908  0.00
H1 -1.086 -4.984 0.258  0.00
H2 -0.546 -6.279 -0.763  0.00
H3 -1.919 -5.413 -1.291  0.00
H4 0.777 -4.017 -1.066  0.00
H5 0.843 -4.399 -3.646  0.00
H6 -0.516 -5.454 -3.440  0.00
H7 0.923 -5.893 -2.732  0.00
H8 -1.572 -3.411 -2.452  0.00
O6 -4.620 1.373 -0.509  0.00
C4 -5.825 1.120 -0.485  0.00
N2 -6.234 -0.095 -0.391  0.00
C5 -6.897 2.203 -0.705  0.00
H9 -5.553 -0.828 -0.252  0.00
H10 -7.230 -0.243 -0.305  0.00
H11 -7.036 2.473 -1.752  0.00
H12 -6.720 3.174 -0.242  0.00
H13 -7.844 1.867 -0.283  0.00
O7 3.281 -1.378 2.518  0.00
C6 4.031 -1.872 3.428  0.00
N3 4.441 -1.094 4.405  0.00
C7 4.380 -3.343 3.480  0.00
H14 5.021 -1.493 5.129  0.00
H15 4.333 -0.098 4.277  0.00
H16 3.618 -3.932 2.969  0.00
H17 4.428 -3.775 4.480  0.00
H18 5.354 -3.539 3.031  0.00
O8 3.946 -0.336 -2.885  0.00
C8 4.837 -0.471 -3.717  0.00
N4 4.644 -0.165 -4.960  0.00
C9 6.263 -0.829 -3.356  0.00
H19 3.746 0.197 -5.249  0.00
H20 5.310 -0.535 -5.623  0.00
H21 6.485 -1.854 -3.653  0.00
H22 6.453 -0.692 -2.292  0.00
H23 6.964 -0.219 -3.927  0.00
O9 -0.688 3.344 -4.006  0.00
C10 -1.006 4.378 -4.564  0.00
N5 -2.019 5.106 -4.137  0.00
C11 -0.170 4.869 -5.701  0.00
H24 -2.401 4.740 -3.276  0.00
H25 -2.013 6.080 -4.402  0.00
H26 0.424 5.761 -5.503  0.00
H27 -0.812 4.994 -6.573  0.00
H28 0.491 4.030 -5.916  0.00
O10 -2.350 -1.138 3.538  0.00
C12 -2.964 -1.257 4.653  0.00
N6 -2.529 -0.724 5.768  0.00
C13 -4.163 -2.164 4.854  0.00
H29 -1.821 -0.003 5.744  0.00
H30 -2.953 -1.012 6.638  0.00
H31 -5.060 -1.546 4.825  0.00
H32 -4.088 -2.716 5.790  0.00
H33 -4.316 -2.786 3.972  0.00

Values from the calculation:
Frontier orbital gap (spin up / spin down) (eV): 5.94 / 3.33
Relative energy (zero: lowest compared OMol25 entry of this formula, charge and spin) (eV): 5.809
E_HOMO (spin up / spin down) (eV): -11.48 / -11.48
Spin multiplicity: 2
<S²>: 0.7619
Charge: +1

=====

In the order shown, the computed energy values come out to -2860.2460 -3229.8108 -1474.4577 -2738.7308 a.u..